12
Properties=species:S:1:pos:R:3:nbo_charge:R:1 method="wB97M-V/def2-TZVPD" gap_ev=8.12 relative_energy_kcal_mol=127.01 total_charge=0 total_energy_ha=-227.43865 homo_energy_ev=-10.091
N 0.836 -0.288 2.558 -1.07
H -0.106 -0.454 2.231 0.35
H 1.420 -1.090 2.364 0.37
H -0.619 3.962 -2.939 0.00
H 1.285 0.493 2.103 0.36
N -1.019 -1.800 -0.333 -0.54
C -0.202 -0.883 -0.812 0.00
O 1.072 -0.720 -0.645 -0.52
H -0.588 -2.348 0.417 0.33
H -1.182 3.505 -3.118 0.00
H -0.197 0.048 -0.125 0.51
H -0.700 -0.424 -1.701 0.21